{
  "formula": "C11H8ClNO",
  "method": "ωB97M-V with the def2-TZVPD basis set",
  "elements": ["Cl", "O", "N", "C", "C", "C", "C", "C", "C", "C", "C", "C", "C", "C", "H", "H", "H", "H", "H", "H", "H", "H"],
  "positions_angstrom": [[-1.054, 2.725, 0.257], [0.181, 0.831, -1.343], [3.784, 0.561, -0.482], [3.752, 0.012, 0.748], [2.452, -0.560, 1.332], [1.318, -0.147, 0.591], [-1.373, -1.000, -0.915], [-1.775, 1.206, -0.087], [-0.981, 0.295, -0.735], [-2.593, -1.467, -0.341], [-3.351, -0.606, 0.328], [-2.942, 0.701, 0.542], [2.595, 0.856, -1.206], [1.342, 0.531, -0.673], [-2.964, -2.479, -0.604], [-4.342, -0.793, 0.819], [2.368, -0.777, 2.351], [-3.633, 1.372, 1.002], [-0.666, -1.803, -1.378], [4.711, -0.152, 1.202], [2.850, 1.192, -2.291], [0.323, -0.496, 0.884]],
  "forces_ev_per_a": [[-0.6, 0.5, 0.1], [-0.2, -1.2, 0.6], [-2.0, 0.2, 0.4], [-3.6, -1.2, -1.2], [1.8, 4.5, -4.0], [0.4, -1.0, 0.0], [0.4, -3.1, -0.2], [-1.1, -0.9, 2.0], [1.0, 0.8, -1.8], [1.9, -1.9, -2.6], [-2.7, 2.0, 2.4], [1.0, 1.3, -1.5], [2.2, -1.0, 0.1], [1.7, -0.4, 0.6], [0.5, 0.7, 0.5], [1.1, -0.5, -0.8], [0.0, -1.1, 1.2], [0.0, 0.4, 0.6], [-1.3, 1.9, 0.6], [0.2, 0.0, 0.3], [-1.0, -0.3, 2.2], [0.5, 0.3, 0.4]],
  "e_lumo_ev": 0.47,
  "smiles": "Clc1ccccc1Oc1cccnc1",
  "homo_lumo_gap_ev": 9.3,
  "spin_multiplicity": 1
}

***

{
  "formula": "C11H8F4NO4",
  "method": "ωB97M-V with the def2-TZVPD basis set",
  "elements": ["F", "F", "F", "F", "O", "O", "O", "O", "N", "C", "C", "C", "C", "C", "C", "C", "C", "C", "C", "C", "H", "H", "H", "H", "H", "H", "H", "H"],
  "positions_angstrom": [[-0.215, 2.645, 1.883], [-0.289, -0.089, 1.668], [4.523, 2.460, 2.509], [4.432, -0.282, 2.379], [-0.946, -3.613, 0.162], [2.001, -1.501, 1.966], [-2.695, -2.056, 0.362], [2.179, 3.866, 2.462], [-0.766, -0.249, -1.039], [2.140, 2.633, 2.359], [-0.601, -1.321, -1.773], [2.055, -0.269, 2.102], [-1.820, -2.835, 0.273], [0.896, 1.907, 2.097], [0.872, 0.566, 1.982], [-1.864, 0.627, -1.463], [-2.238, -0.015, -2.813], [3.346, 1.802, 2.429], [-1.577, -1.428, -2.859], [3.301, 0.456, 2.345], [-3.319, -0.066, -2.957], [-1.753, 0.580, -3.591], [-1.517, 1.672, -1.505], [0.129, -2.098, -1.537], [-1.080, -1.668, -3.801], [-0.167, -0.052, -0.253], [-2.706, 0.535, -0.753], [-2.320, -2.208, -2.632]],
  "forces_ev_per_a": [[-0.3, 0.1, 0.0], [-0.2, 0.0, 0.1], [0.0, -0.1, 0.2], [0.0, 0.1, 0.1], [-1.5, 1.0, 0.3], [0.0, -1.6, -0.3], [1.0, -1.2, 0.0], [0.1, 1.3, 0.1], [0.3, 0.8, 0.4], [-0.4, -1.2, -0.3], [0.9, -1.1, 0.0], [-0.1, 1.5, 0.1], [0.4, 0.0, -0.1], [1.5, 1.4, 0.3], [1.2, -1.4, -0.1], [0.0, -0.8, 0.4], [0.3, 0.2, -0.6], [-1.0, 0.9, -0.1], [-0.6, 0.5, 0.3], [-0.9, -0.8, -0.4], [0.2, 0.2, -0.1], [-0.4, 0.0, -0.2], [-0.3, -0.4, -0.1], [-0.1, 0.6, 0.1], [-0.3, 0.0, -0.1], [-0.1, 0.1, 0.4], [0.4, 0.2, -0.1], [0.1, 0.0, -0.2]],
  "total_charge": -1,
  "e_lumo_ev": 1.77,
  "homo_lumo_gap_ev": 2.8,
  "spin_multiplicity": 1
}

***

{
  "formula": "C11H9Br4N3O2",
  "method": "ωB97M-V with the def2-TZVPD basis set",
  "elements": ["Br", "Br", "Br", "Br", "O", "O", "N", "N", "N", "C", "C", "C", "C", "C", "C", "C", "C", "C", "C", "C", "H", "H", "H", "H", "H", "H", "H", "H", "H"],
  "positions_angstrom": [[4.515, 1.993, -2.202], [3.358, -3.056, 0.200], [1.306, 2.822, -2.108], [5.632, -0.972, -1.116], [0.250, 2.496, 1.507], [-1.073, 3.929, 0.410], [-1.915, -1.267, 0.788], [-0.332, 0.338, -0.251], [0.505, -1.599, 0.501], [-2.947, -1.306, -0.232], [1.531, -0.887, -0.100], [2.828, -1.309, -0.320], [-1.989, -2.425, 1.748], [-1.150, 1.583, -0.260], [3.823, -0.376, -0.774], [-0.631, 2.701, 0.678], [1.030, 0.295, -0.591], [1.986, 1.162, -1.274], [3.336, 0.827, -1.268], [-0.601, -0.907, 0.351], [-2.955, -0.465, -0.865], [-1.419, -2.179, 2.633], [-3.050, -2.692, 1.963], [-0.639, 4.569, 1.069], [-1.358, -3.124, 1.298], [-2.126, 1.235, 0.002], [-3.919, -1.263, 0.236], [-1.103, 2.049, -1.150], [-2.892, -2.172, -0.872]],
  "forces_ev_per_a": [[0.0, -0.1, 0.3], [-0.4, 0.4, 0.0], [0.6, -1.3, 0.6], [-1.1, 0.5, 0.4], [-1.6, 0.2, -1.1], [0.0, 1.0, 0.9], [1.2, 0.8, 0.3], [0.4, 1.1, -0.6], [-1.2, -0.7, -0.1], [-0.1, -0.4, 0.6], [-1.0, -0.9, 0.4], [2.6, 0.6, 0.5], [0.0, 2.0, -0.5], [0.8, -1.8, 3.2], [-1.2, -2.2, -0.2], [2.6, -1.2, 1.7], [1.5, 2.3, -1.1], [-2.3, 0.0, 1.0], [-0.1, 1.1, -1.0], [0.0, 0.2, 0.7], [0.5, 1.2, -0.8], [-0.3, 0.4, 0.5], [1.1, 0.1, -0.3], [-0.7, -1.4, -1.3], [0.3, -2.2, -0.7], [-0.8, 0.4, 0.2], [-0.3, -0.3, 0.3], [-0.3, 1.0, -3.5], [0.1, -0.6, -0.2]],
  "e_lumo_ev": 0.05,
  "smiles": "CN(C)c1nc2c(Br)c(Br)c(Br)c(Br)c2n1CC(=O)O",
  "homo_lumo_gap_ev": 8.6,
  "spin_multiplicity": 1
}

***

{
  "formula": "C11H9BrIrN6S3Sb",
  "method": "ωB97M-V with the def2-TZVPD basis set",
  "elements": ["Ir", "Sb", "Br", "S", "S", "S", "N", "N", "N", "N", "N", "N", "C", "C", "C", "C", "C", "C", "C", "C", "C", "C", "C", "H", "H", "H", "H", "H", "H", "H", "H", "H"],
  "positions_angstrom": [[-0.092, -0.168, -0.088], [-3.463, 0.603, 0.350], [1.468, 4.751, 2.960], [-1.955, 0.158, -1.576], [-3.041, 2.884, 0.556], [-1.561, -0.198, 1.771], [4.410, -0.090, -0.457], [2.263, -0.141, -0.198], [0.371, 2.118, 0.009], [1.653, -4.894, 0.081], [0.627, -2.357, -0.309], [4.100, -1.379, -0.443], [2.450, -3.851, 0.039], [0.644, 2.687, 1.175], [0.824, 4.172, -1.094], [2.795, -1.399, -0.283], [-0.168, -3.419, -0.251], [1.949, -2.565, -0.190], [1.036, 4.017, 1.270], [1.128, 4.780, 0.112], [3.308, 0.654, -0.305], [0.453, 2.837, -1.106], [0.355, -4.697, -0.075], [0.553, 2.071, 2.058], [0.877, 4.727, -2.016], [5.366, 0.203, -0.600], [3.507, -4.009, 0.196], [-0.274, -5.576, -0.055], [-1.230, -3.250, -0.348], [0.219, 2.330, -2.033], [3.299, 1.724, -0.256], [1.438, 5.813, 0.153]],
  "forces_ev_per_a": [[1.8, 1.4, -0.7], [0.6, -0.4, 0.0], [-0.1, -0.2, -0.3], [0.7, -0.5, 1.9], [0.0, 0.3, 0.0], [0.1, 0.0, -1.8], [-0.5, 0.6, 0.1], [-0.5, -0.5, 0.1], [-1.2, -1.6, 0.0], [-0.1, -0.6, 0.1], [-0.9, 0.9, 0.6], [-0.2, -1.2, 0.0], [0.0, 0.9, -0.2], [0.1, 0.3, 0.7], [0.0, -0.2, 0.1], [0.8, 1.0, 0.0], [-0.3, -0.3, 0.0], [-0.1, -0.7, 0.1], [0.1, 0.0, 0.0], [0.0, -0.2, 0.2], [0.1, 0.1, 0.0], [0.0, 0.1, -0.5], [0.0, 0.2, -0.1], [-0.1, 0.0, 0.0], [0.0, 0.0, -0.1], [-0.1, 0.0, 0.1], [0.1, 0.0, -0.1], [-0.2, 0.1, 0.0], [0.0, 0.1, 0.0], [-0.1, 0.0, 0.0], [0.0, 0.3, -0.1], [0.0, 0.1, 0.0]],
  "total_charge": 1,
  "s2": 0.757,
  "e_lumo_ev": [-4.56, -5.02],
  "homo_lumo_gap_ev": [6.4, 5.9],
  "spin_multiplicity": 2
}

***

{
  "formula": "C11H9CoN6O8S",
  "method": "ωB97M-V with the def2-TZVPD basis set",
  "elements": ["Co", "S", "O", "O", "O", "O", "O", "O", "O", "O", "N", "N", "N", "N", "N", "N", "C", "C", "C", "C", "C", "C", "C", "C", "C", "C", "C", "H", "H", "H", "H", "H", "H", "H", "H", "H"],
  "positions_angstrom": [[0.286, 0.096, 0.193], [1.370, 2.250, 0.077], [1.346, -0.083, 1.864], [-3.090, 2.243, 1.519], [1.754, -1.007, -0.881], [3.648, -3.337, -1.255], [2.044, -5.746, -0.747], [-0.557, -4.910, 0.322], [-1.282, 1.352, 2.284], [-0.557, -1.890, 0.260], [-0.671, 0.123, -2.037], [-3.410, 2.191, -1.026], [-1.661, 1.134, 0.155], [-2.026, 1.635, 1.374], [2.003, 0.963, 2.334], [-1.818, 0.902, -2.087], [2.563, 0.844, 3.558], [3.297, 1.855, 4.112], [0.328, -4.174, -0.032], [1.586, -2.218, -0.643], [3.466, 3.039, 3.392], [0.338, -2.690, -0.071], [2.879, 3.158, 2.157], [-2.325, 1.427, -0.951], [2.500, -3.359, -0.895], [1.689, -4.616, -0.572], [2.120, 2.112, 1.609], [-2.305, 1.035, -2.956], [0.059, 0.486, -2.637], [4.054, 3.852, 3.798], [-0.864, -0.850, -2.240], [-3.876, 2.374, -1.897], [3.727, 1.726, 5.094], [2.385, -0.104, 4.040], [2.980, 4.054, 1.564], [-3.781, 2.520, -0.146]],
  "forces_ev_per_a": [[0.1, 0.6, -0.2], [-0.1, 0.0, -0.1], [-0.2, -0.4, -0.1], [0.3, 0.2, -0.1], [0.2, -0.3, 0.0], [0.0, 0.1, -0.1], [0.0, 0.0, 0.0], [0.0, 0.1, 0.0], [0.0, 0.2, -0.3], [0.0, 0.0, 0.1], [0.2, 0.0, 0.2], [0.0, -0.1, -0.2], [0.5, -0.4, 0.1], [-0.7, -0.3, 0.4], [0.1, 0.5, 0.0], [-0.1, 0.0, -0.1], [0.0, -0.1, 0.1], [0.0, 0.0, 0.0], [-0.1, -0.3, 0.0], [-0.1, 0.4, 0.0], [-0.1, 0.0, -0.2], [-0.1, 0.2, 0.1], [0.1, -0.1, 0.3], [-0.1, 0.3, 0.5], [0.2, -0.2, -0.1], [0.1, -0.1, 0.0], [-0.1, -0.1, -0.2], [0.0, 0.0, -0.1], [0.0, 0.1, 0.0], [0.0, 0.0, 0.0], [-0.1, 0.0, 0.0], [0.1, 0.0, 0.0], [0.0, -0.1, 0.0], [0.0, 0.0, -0.1], [0.0, 0.0, 0.0], [0.0, 0.0, 0.1]],
  "s2": 6.025,
  "e_lumo_ev": [-0.41, -2.37],
  "homo_lumo_gap_ev": [7.6, 5.6],
  "spin_multiplicity": 5
}

***

{
  "formula": "C11H9IN",
  "method": "ωB97M-V with the def2-TZVPD basis set",
  "elements": ["I", "N", "C", "C", "C", "C", "C", "C", "C", "C", "C", "C", "C", "H", "H", "H", "H", "H", "H", "H", "H", "H"],
  "positions_angstrom": [[3.049, 0.410, -0.316], [-0.261, -0.917, -0.173], [-0.330, 3.271, -0.017], [0.433, -1.486, -1.220], [-0.185, -1.408, 1.087], [1.269, -3.181, 0.212], [0.616, -2.472, 1.272], [-1.443, 2.593, -0.361], [1.027, 2.884, 0.401], [1.213, -2.634, -1.067], [1.802, 1.907, 0.072], [-1.792, 1.133, -0.446], [-0.988, 0.128, -0.269], [-0.376, 4.390, 0.064], [1.749, -3.143, -1.798], [-2.198, 3.289, -0.409], [-0.598, -1.039, 1.992], [1.882, -4.056, 0.365], [-2.829, 1.092, -0.553], [1.451, 3.581, 1.209], [0.391, -0.992, -2.254], [0.763, -2.902, 2.208]],
  "forces_ev_per_a": [[-0.1, 0.7, 0.2], [-0.2, 0.1, -0.3], [0.6, 0.6, 0.1], [1.0, -0.4, -3.0], [2.2, -2.5, 1.4], [-0.2, 1.2, -0.1], [1.0, -1.8, -1.7], [2.5, -0.8, 0.8], [0.4, 1.1, 1.7], [-1.8, 0.9, 2.7], [0.1, -1.6, -0.8], [2.1, 1.8, 0.6], [-1.3, 2.4, -1.4], [-0.6, -1.2, -0.2], [0.6, -0.2, -1.7], [-2.4, 0.8, -0.7], [-1.0, 1.3, -0.2], [-0.1, -0.1, 0.4], [-1.6, -1.0, -0.4], [-0.6, -0.6, -1.1], [-0.3, -0.5, 2.0], [-0.1, -0.3, 1.7]],
  "total_charge": 1,
  "e_lumo_ev": [-3.85, -5.30],
  "homo_lumo_gap_ev": [7.9, 5.6],
  "spin_multiplicity": 1
}

***

| no. | total energy (eV) |
| --- | --- |
| 1 | -27594.5387 |
| 2 | -32084.3580 |
| 3 | -300287.4307 |
| 4 | -132412.1160 |
| 5 | -85330.9021 |
| 6 | -21129.2833 |